Entry 1:
Formula: C18H38BHg
Source: OMol25
Level of theory: ωB97M-V with the def2-TZVPD basis set

Structure (XYZ):
```
58
Properties=species:S:1:pos:R:3:forces:R:3
C 0.6716 1.4632 3.5044 0.218 0.000 0.521
C -0.5098 1.0747 3.0362 0.105 1.561 -1.443
B -0.6901 0.1071 1.7942 0.177 -3.466 1.444
C 0.6290 -0.8281 1.7203 -0.409 0.182 -1.040
C 0.8013 -1.7679 0.5291 0.480 0.108 -0.006
C 1.0948 -1.0821 -0.7905 -0.127 -0.348 -0.538
C 1.3576 -2.0883 -1.9150 0.149 0.030 0.590
C 2.8043 -2.5933 -1.9382 -0.006 0.154 -0.701
C 3.9276 -1.5483 -2.1528 -0.543 -0.229 1.006
C -0.7631 1.4999 0.5758 0.130 3.754 0.837
C -1.7321 2.5790 1.0040 -0.149 -0.301 -0.727
C 0.5908 2.0856 0.3634 0.041 -0.177 -0.523
C 0.5283 2.8483 -0.9887 0.321 -0.024 0.093
C 1.9270 3.1018 -1.5302 -0.187 -0.209 0.047
C -2.1521 -0.6450 1.8228 0.115 0.388 -1.014
C -2.0857 -2.1374 2.1477 -0.363 0.137 0.222
C -3.0631 -0.4653 0.5974 -0.016 -0.480 -0.023
C -2.5892 -1.1517 -0.6902 -0.212 0.487 -0.571
C -2.7525 -0.2770 -1.9464 -0.145 0.041 0.314
H 0.8617 1.3884 4.5685 0.022 0.298 0.254
H 1.4770 1.8423 2.8927 0.295 -0.340 -0.239
H -1.4055 1.4373 3.5315 -0.385 -0.437 0.147
H 1.5556 -0.2515 1.7883 0.141 0.256 0.188
H 0.6324 -1.4385 2.6176 -0.128 -0.070 0.330
H 1.6542 -2.4086 0.7371 0.149 -0.252 0.103
H -0.0358 -2.4393 0.3936 -0.308 -0.100 0.092
H 0.2593 -0.4726 -1.1264 -0.162 0.349 0.154
H 1.9695 -0.4421 -0.7093 0.136 0.304 0.138
H 1.0491 -1.6307 -2.8624 -0.022 -0.559 0.242
H 0.7297 -2.9578 -1.7482 -0.304 -0.180 -0.114
H 2.8555 -3.3223 -2.7379 0.095 -0.298 -0.125
H 2.9913 -3.1332 -1.0207 0.089 -0.219 0.249
H 4.4262 -1.3837 -1.2062 0.435 0.123 0.094
H 4.6316 -1.8571 -2.9094 0.303 -0.090 -0.105
H 3.5129 -0.5681 -2.4730 1.369 -0.874 1.541
H -1.1085 1.0123 -0.3318 -0.251 -1.437 0.521
H -1.2291 3.3625 1.5513 0.028 0.099 0.416
H -2.1348 3.0333 0.1011 -0.138 0.086 -0.236
H -2.5946 2.1926 1.5288 -0.184 -0.016 0.289
H 0.8440 2.8157 1.1178 0.148 0.044 0.346
H 1.3729 1.3492 0.2578 0.165 -0.232 0.136
H 0.0221 3.7888 -0.8124 -0.317 0.179 -0.128
H -0.0253 2.2842 -1.7321 -0.264 -0.165 -0.112
H 2.4290 3.8969 -0.9973 0.163 0.211 0.137
H 2.5214 2.1991 -1.4540 0.230 -0.186 -0.022
H 1.8662 3.3483 -2.5807 0.065 0.228 -0.249
H -2.7153 -0.2025 2.6421 0.030 0.402 0.221
H -3.0539 -2.4161 2.5533 -0.233 -0.116 0.092
H -1.9556 -2.7520 1.2705 0.318 -0.181 -0.200
H -1.3569 -2.3856 2.9060 0.303 -0.120 0.071
H -3.2793 0.5745 0.3863 0.061 0.319 0.070
H -4.0235 -0.8995 0.8574 -0.293 -0.002 0.091
H -1.5506 -1.4488 -0.6408 0.202 -0.226 0.233
H -3.1760 -2.0419 -0.8642 0.008 -0.401 0.167
H -1.8094 0.1507 -2.2712 0.250 0.075 -0.187
H -3.1730 -0.8423 -2.7644 0.075 -0.135 -0.341
H -3.4318 0.5501 -1.7703 -0.209 0.179 0.049
Hg 2.4025 -0.1073 -3.8322 -1.462 1.873 -2.799
```
Forces are in eV/Å.

Properties
Charge: +1
Molecular weight (g/mol): 465.904
E_HOMO (eV): -10.4
Gap between HOMO and LUMO (eV): 3.342

natural (NBO) atomic charge list, values in e, 5 entries: number 1, C, carries -0.11; number 2, C, carries -0.28; number 3, B, carries 0.65; number 4, C, carries -0.74; number 5, C, carries -0.39


Entry 2:
Formula: C34H47BN10OPbS6
Source: OMol25
Level of theory: ωB97M-V with the def2-TZVPD basis set

Structure (XYZ):
```
100
Properties=species:S:1:pos:R:3:forces:R:3
Pb 1.5912 -2.2701 0.5993 1.019 -0.018 0.207
C -0.6555 -0.7568 -4.4429 0.021 -0.011 0.012
C -1.0521 -0.3720 -3.0556 0.050 -0.018 0.006
C -2.2733 0.1458 -2.7854 -0.016 0.049 0.033
C -2.6192 0.4853 -1.4508 0.002 -0.031 -0.036
N -1.7688 0.3195 -0.4914 -0.047 -0.131 0.032
N -0.5523 -0.1946 -0.7422 -0.038 -0.414 -0.055
B 0.2728 -0.2440 0.5334 -0.227 -0.027 0.652
N -0.7016 -0.4249 1.7701 0.052 0.102 0.063
N -0.9947 0.8030 2.2396 0.068 0.053 0.045
C -1.7115 0.9489 3.3051 0.003 -0.027 0.002
C -2.2418 -0.1810 3.9818 0.033 0.027 -0.024
C -1.9854 -1.4266 3.5208 0.119 0.005 0.112
C -2.5064 -2.6460 4.2170 0.040 -0.019 -0.023
C -1.1768 -1.5448 2.3356 -0.017 0.577 0.171
S -0.8963 -3.1485 1.8397 -0.665 -0.703 -0.467
C -1.9313 2.3629 3.8136 -0.023 0.011 0.016
C -1.1848 3.3740 2.9451 0.003 -0.005 -0.024
C -1.3987 2.4489 5.2507 0.001 0.002 0.001
C -3.4335 2.6738 3.7934 -0.002 -0.010 -0.002
N 1.1049 1.0169 0.6880 0.199 0.001 -0.474
N 0.8164 1.9283 -0.2719 0.004 -0.020 -0.038
C 1.4084 3.0734 -0.2684 0.007 0.015 0.027
C 2.3767 3.3998 0.7280 -0.007 -0.001 -0.027
C 2.6918 2.5017 1.6855 0.005 -0.010 0.020
C 3.7014 2.7804 2.7488 0.002 -0.005 -0.003
C 2.0112 1.2232 1.6826 -0.110 0.027 0.012
S 2.2901 0.0543 2.8333 -0.055 0.217 0.009
C 1.0221 4.0653 -1.3529 -0.002 0.004 -0.006
C -0.0069 3.4551 -2.3030 0.005 -0.005 -0.003
C 2.2741 4.4569 -2.1476 0.003 -0.002 0.002
C 0.4195 5.3079 -0.6839 -0.004 0.003 0.001
C -0.1158 -0.5718 -1.9664 -0.477 0.123 -0.254
S 1.3695 -1.2750 -2.2879 0.362 0.101 0.506
C -3.9705 1.0465 -1.0192 -0.022 0.042 -0.006
C -3.7480 2.4391 -0.4170 0.024 0.001 0.002
C -4.9427 1.1482 -2.1931 0.005 0.009 -0.007
C -4.5652 0.1229 0.0511 0.007 -0.005 0.007
H -1.4647 -0.5517 -5.1421 -0.002 0.001 -0.002
H -0.3952 -1.8158 -4.4793 0.002 0.001 -0.003
H 0.2391 -0.2131 -4.7503 -0.003 0.001 -0.001
H -2.9834 0.2928 -3.5873 0.000 -0.006 -0.002
H -2.8531 -0.0502 4.8653 0.001 0.001 0.004
H -3.0857 -2.3552 5.0907 -0.008 -0.002 -0.001
H -1.6873 -3.2888 4.5467 0.006 0.003 -0.005
H -3.1339 -3.2388 3.5496 -0.001 0.001 0.003
H -0.1103 3.1829 2.9545 -0.001 0.000 0.001
H -1.3631 4.3788 3.3325 -0.003 0.001 -0.003
H -1.5165 3.3332 1.9067 -0.002 0.007 0.010
H -0.3334 2.2134 5.2831 0.000 -0.005 -0.002
H -1.9190 1.7649 5.9234 -0.003 0.003 0.000
H -1.5395 3.4608 5.6345 0.002 0.001 -0.002
H -3.8313 2.6097 2.7786 -0.001 0.001 0.003
H -3.6074 3.6850 4.1651 0.002 -0.002 0.002
H -3.9987 1.9863 4.4258 -0.002 -0.001 -0.003
H 2.8606 4.3683 0.7121 0.003 0.000 0.001
H 4.1268 3.7750 2.6240 -0.001 0.001 -0.003
H 4.4974 2.0353 2.7185 -0.002 -0.002 0.004
H 3.2461 2.6976 3.7367 0.000 -0.001 -0.001
H 0.3890 2.5653 -2.7947 0.003 0.002 0.000
H -0.2708 4.1891 -3.0671 0.000 0.000 0.000
H -0.9117 3.1621 -1.7689 0.002 0.000 0.001
H 2.7212 3.5812 -2.6213 -0.001 0.000 0.001
H 3.0299 4.9256 -1.5152 0.000 0.000 0.000
H 2.0077 5.1703 -2.9295 0.000 0.000 -0.001
H -0.4690 5.0429 -0.1067 -0.002 0.000 0.002
H 0.1296 6.0360 -1.4438 0.003 0.000 0.000
H 1.1296 5.7932 -0.0116 -0.002 -0.003 0.001
H -3.3235 3.1242 -1.1547 -0.004 0.002 -0.002
H -3.0599 2.3773 0.4277 0.000 0.001 -0.020
H -4.6969 2.8562 -0.0725 -0.002 -0.004 0.005
H -4.5727 1.8200 -2.9704 0.001 -0.001 0.000
H -5.8940 1.5479 -1.8394 0.000 -0.003 0.001
H -5.1398 0.1720 -2.6409 0.005 0.001 -0.005
H -3.8912 0.0446 0.9053 -0.004 0.012 0.004
H -4.7316 -0.8811 -0.3448 0.002 -0.002 0.001
H -5.5229 0.5192 0.3948 -0.002 -0.002 -0.001
S 3.1985 -4.2559 0.3524 0.002 0.218 -0.511
C 2.9584 -5.1413 1.8112 -0.190 -0.279 0.117
C 2.8503 -6.5612 1.6560 -0.053 0.001 -0.069
N 2.7674 -7.6996 1.5074 0.031 0.010 0.007
C 2.7776 -4.5572 3.0279 -0.018 -0.161 0.069
S 2.7185 -2.8727 3.2086 -0.460 0.324 -0.087
C 2.5117 -5.3847 4.1752 0.055 0.026 0.017
N 2.2962 -6.0170 5.1111 -0.015 0.005 -0.003
C 5.2919 -3.4477 -4.4510 0.002 -0.007 0.002
N 4.4053 -4.5385 -4.8044 -0.001 -0.006 0.003
C 3.3210 -4.8580 -4.0635 0.070 -0.024 0.008
S 2.8372 -3.9901 -2.7247 0.062 -0.186 -0.482
N 2.6283 -5.9466 -4.4734 -0.029 0.022 -0.019
C 2.9059 -6.7189 -5.6611 0.015 -0.005 0.020
H 6.0034 -3.3093 -5.2630 0.007 -0.006 0.003
H 5.8288 -3.6493 -3.5224 -0.006 0.007 0.006
H 4.7155 -2.5351 -4.3147 0.002 0.001 -0.005
H 4.7459 -5.2126 -5.4678 -0.011 0.014 -0.020
H 1.8300 -6.1687 -3.9055 0.010 -0.010 0.011
H 2.9049 -6.0931 -6.5580 0.001 -0.002 -0.002
H 2.1301 -7.4712 -5.7743 -0.001 0.000 -0.001
H 3.8642 -7.2439 -5.5960 0.001 -0.001 -0.004
O -0.4784 -3.1697 0.3122 0.218 0.142 0.464
```
Forces are in eV/Å.

Properties
ΔE to the lowest compared entry with this formula, charge and spin (kcal per mole): 11.8
Molecular weight (g/mol): 1022.233
E_HOMO (eV): -7.1
Gap between HOMO and LUMO (eV): 6.203

Mulliken atomic charge list, values in e, 5 entries: number 1, Pb, carries 1.38; number 2, C, carries -1.86; number 3, C, carries 0.22; number 4, C, carries -0.83; number 5, C, carries 0.01


Entry 3:
Formula: C14H26N2O9P2S4Sr
Source: OMol25
Level of theory: ωB97M-V with the def2-TZVPD basis set

Structure (XYZ):
```
58
Properties=species:S:1:pos:R:3:forces:R:3
Sr 0.6247 0.1017 1.2117 -0.423 -0.593 -0.898
C 1.7886 -0.5982 -2.7299 0.214 -0.053 0.033
C 0.6972 -1.5787 -2.3442 -0.163 0.030 -0.016
S 0.7078 -2.3249 -0.7041 0.517 -0.231 0.070
C 2.3356 -3.1338 -0.6752 -0.040 -0.023 0.046
C 3.1384 -2.8377 0.5855 -0.001 -0.077 -0.062
S 3.5659 -1.1049 0.8945 0.078 0.184 0.055
C 4.3557 -0.5868 -0.6570 -0.040 -0.054 0.019
C 3.8014 0.7068 -1.2422 -0.062 0.020 0.023
S 2.0191 0.7909 -1.5813 0.092 0.077 0.089
H 1.5364 -0.1674 -3.7010 -0.002 -0.054 0.019
H 2.7542 -1.0949 -2.8306 0.013 0.050 -0.050
H 0.6438 -2.3725 -3.0913 -0.001 0.005 -0.010
H -0.2623 -1.0730 -2.3657 0.070 -0.117 -0.074
H 2.8916 -2.8688 -1.5737 0.000 0.003 0.014
H 2.1801 -4.2134 -0.7178 0.003 0.001 -0.006
H 4.0565 -3.4270 0.5888 0.006 0.008 0.003
H 2.5709 -3.1189 1.4754 -0.013 -0.015 -0.012
H 4.2656 -1.4071 -1.3661 -0.005 0.016 -0.004
H 5.4210 -0.4511 -0.4680 0.001 0.003 0.008
H 4.3389 0.9394 -2.1630 0.014 -0.010 0.001
H 3.9858 1.5355 -0.5554 -0.018 0.017 -0.014
N -2.5148 0.9303 4.9235 -0.099 0.040 0.071
C -1.4130 0.7753 3.9032 0.045 -0.023 0.038
C -0.1662 1.5524 4.3648 -0.006 0.058 0.171
P -2.1343 1.6896 2.4428 -0.702 0.015 0.638
O -3.2503 0.6970 1.9215 0.593 -0.015 0.098
O -2.7116 2.8954 3.0919 0.153 -0.058 -0.117
O -1.0567 1.7250 1.4006 0.826 0.845 0.189
P -1.0106 -1.0336 3.9997 0.062 0.393 0.075
O -2.3554 -1.6683 3.3973 -0.101 -0.085 -0.018
O -0.9040 -1.2838 5.4601 0.042 -0.179 -0.031
O 0.1460 -1.2825 3.0638 0.070 0.086 0.132
H -2.7706 1.9284 4.9430 0.008 -0.024 -0.002
H -2.2184 0.5266 5.8171 0.029 -0.004 0.004
H -3.3338 0.4149 4.5874 0.019 -0.020 0.014
H -0.3940 2.2195 5.1978 -0.021 0.028 -0.035
H 0.1844 2.1906 3.5520 0.086 0.027 0.067
H 0.6368 0.8918 4.6926 -0.019 -0.018 0.028
H -2.6725 0.0577 1.4196 -1.003 -0.353 -0.399
H -2.5499 -2.5402 3.7610 -0.004 0.007 0.000
N -0.2962 2.9969 -4.7736 -0.062 -0.076 -0.045
C -0.9689 2.1445 -3.8930 -0.032 0.077 -0.078
C -1.4881 0.9298 -4.3454 0.061 0.026 -0.068
C -2.0325 0.0234 -3.4548 -0.076 0.107 0.216
C -2.0931 0.3263 -2.0946 -0.040 0.007 -0.358
C -1.6630 1.5703 -1.6548 0.062 -0.127 0.008
C -1.0862 2.4636 -2.5434 -0.058 0.056 0.067
S -2.5354 -0.9681 -0.9552 0.542 0.078 0.538
O -3.9025 -0.8196 -0.5475 -0.159 0.014 -0.071
O -1.5951 -0.7188 0.2045 -0.283 0.004 -0.343
O -2.1747 -2.1824 -1.6549 -0.184 -0.092 -0.009
H -0.2770 3.9658 -4.4988 -0.014 0.012 0.048
H -0.5728 2.8928 -5.7371 0.021 0.022 -0.023
H -1.4335 0.6923 -5.4017 0.004 -0.043 -0.009
H -2.3727 -0.9469 -3.7906 -0.011 -0.005 -0.028
H -1.7278 1.8137 -0.6041 0.031 0.046 -0.009
H -0.7086 3.4150 -2.1842 -0.022 -0.013 0.009
```
Forces are in eV/Å.

Properties
ΔE to the lowest compared entry with this formula, charge and spin (kcal per mole): 14.1
Molecular weight (g/mol): 644.203
E_HOMO (eV): -8.1
Gap between HOMO and LUMO (eV): 7.808

natural (NBO) atomic charge list, values in e, 5 entries: number 1, Sr, carries 1.80; number 2, C, carries -0.54; number 3, C, carries -0.57; number 4, S, carries 0.23; number 5, C, carries -0.56


Entry 4:
Formula: C32H30BrF4I2N4O3Ta
Source: OMol25
Level of theory: ωB97M-V with the def2-TZVPD basis set

Structure (XYZ):
```
77
Properties=species:S:1:pos:R:3:forces:R:3
Ta -0.4487 -0.0017 0.3032 0.772 0.921 -1.190
I -0.7717 -6.6825 4.5594 0.022 -0.021 0.011
C -0.5726 -4.8793 3.5516 0.028 0.017 0.109
C -0.2424 -3.7264 4.2613 -0.023 -0.092 -0.067
C -0.1432 -2.5172 3.5945 0.114 0.259 0.211
I 0.5075 -0.8106 4.5979 -0.066 -0.057 -0.048
C -0.4058 -2.4811 2.2369 0.156 0.199 -0.335
O -0.3413 -1.3320 1.5072 -0.564 -0.562 2.081
C -0.6623 -3.6215 1.5085 -0.020 -0.241 -0.211
C -0.8922 -3.5231 0.0241 -0.107 0.003 0.024
N -0.1022 -2.4832 -0.6978 -0.313 0.512 0.191
C 1.3394 -2.7496 -0.7427 0.043 -0.061 0.013
C 2.1732 -1.8828 0.1553 0.046 -0.009 0.021
C 3.3420 -2.3759 0.7037 0.064 -0.035 -0.030
C 4.1625 -1.5399 1.4428 0.051 -0.016 0.033
C 3.7933 -0.2158 1.6133 0.013 0.003 0.018
C 2.6106 0.2134 1.0535 0.098 -0.141 -0.009
N 1.8123 -0.6002 0.3312 -0.523 0.841 0.131
C -0.7493 -4.8340 2.1767 0.013 -0.053 -0.095
H -0.0500 -3.7740 5.3241 -0.014 -0.006 -0.006
H -1.9455 -3.3022 -0.1664 0.006 0.012 -0.023
H -0.6808 -4.4986 -0.4207 -0.009 -0.003 -0.047
H -0.4492 -2.5219 -1.6401 -0.039 -0.066 -0.144
H 1.6877 -2.5653 -1.7622 0.027 -0.064 -0.027
H 1.5534 -3.7964 -0.5213 -0.022 -0.038 -0.002
H 3.6077 -3.4127 0.5430 -0.020 0.018 0.020
H 5.0755 -1.9197 1.8831 -0.017 0.007 -0.017
H 4.3982 0.4738 2.1856 -0.021 -0.016 -0.028
H 2.2749 1.2316 1.1892 -0.005 -0.040 0.047
H -0.9546 -5.7426 1.6230 -0.020 0.023 0.026
C 1.9167 1.8133 -1.8418 -0.037 0.021 -0.089
C 1.4009 0.6023 -2.5945 0.030 0.079 -0.036
N -0.0304 0.2913 -2.3175 -0.031 -0.043 0.579
C -0.4213 -0.8701 -3.1659 0.079 -0.032 -0.136
C -1.8486 -1.3785 -2.9812 0.013 0.026 -0.069
C -0.8949 1.4222 -2.7388 -0.013 0.096 -0.164
C -1.5004 2.1088 -1.5515 -0.121 0.134 0.277
N -1.8977 1.0956 -0.5550 -0.373 -0.091 0.091
C -3.1549 1.2345 0.0725 0.114 -0.085 -0.057
C -3.6870 0.0873 0.6376 0.051 -0.181 -0.150
F -2.9348 -1.0461 0.4797 0.130 -0.121 0.106
C -4.8195 0.0644 1.4076 -0.143 -0.071 0.020
F -5.2256 -1.0858 1.9346 -0.005 0.030 -0.018
C -5.5062 1.2420 1.6398 -0.037 0.029 0.073
C -4.9948 2.4036 1.1025 -0.030 0.037 -0.008
F -5.5882 3.5661 1.3390 -0.004 -0.015 0.000
C -3.8341 2.4148 0.3389 0.040 0.152 -0.019
F -3.3418 3.5961 -0.0522 0.011 0.005 -0.032
H 2.9664 1.9705 -2.0881 0.002 -0.018 0.007
H 1.8461 1.6878 -0.7647 -0.028 0.098 -0.062
H 1.3841 2.7256 -2.1094 0.023 -0.003 -0.027
H 1.9831 -0.2836 -2.3370 0.018 0.017 0.007
H 1.5209 0.7679 -3.6698 -0.032 -0.067 -0.027
H 0.3151 -1.6522 -2.9935 0.044 -0.025 -0.128
H -0.2914 -0.5727 -4.2106 0.067 -0.012 -0.028
H -2.1419 -1.4528 -1.9351 -0.045 -0.010 0.045
H -1.9438 -2.3652 -3.4410 0.019 0.047 0.003
H -2.5814 -0.7388 -3.4700 0.011 -0.032 0.011
H -1.6853 1.0463 -3.3828 0.024 0.019 0.040
H -0.3267 2.1453 -3.3240 0.050 -0.058 -0.074
H -2.3545 2.6995 -1.8694 -0.048 -0.007 0.032
H -0.7776 2.7943 -1.1027 -0.047 0.058 0.085
H -6.3963 1.2598 2.2540 -0.004 -0.009 -0.036
Br -4.1468 4.3675 5.1609 -0.002 0.010 0.009
C -2.6759 4.3958 3.9886 -0.046 -0.021 0.038
C -2.0776 5.6052 3.6504 0.026 0.000 -0.012
C -0.9951 5.6269 2.7800 0.020 0.006 0.003
C -0.5209 4.4497 2.2287 0.084 0.088 -0.021
C -1.1382 3.2476 2.5662 -0.017 -0.073 -0.028
C -2.2110 3.2097 3.4590 -0.036 -0.019 -0.002
C -0.7606 2.0165 1.9035 0.080 -0.224 0.040
O 0.1835 1.9595 1.0128 0.217 -0.972 -0.396
O -1.3746 0.9170 2.0709 0.316 -0.045 -0.476
H -2.4615 6.5267 4.0680 0.017 -0.018 -0.002
H -0.5297 6.5702 2.5287 -0.016 -0.008 0.005
H 0.3130 4.4587 1.5388 -0.037 -0.002 0.006
H -2.6722 2.2668 3.7220 -0.009 0.015 -0.034
```
Forces are in eV/Å.

Properties
ΔE to the lowest compared entry with this formula, charge and spin (kcal per mole): 28.8
Charge: +2
Molecular weight (g/mol): 1109.269
E_HOMO (eV): -13.3
Gap between HOMO and LUMO (eV): 6.603

Mulliken atomic charge list, values in e, 5 entries: number 1, Ta, carries 1.37; number 2, I, carries 0.18; number 3, C, carries -0.61; number 4, C, carries -0.09; number 5, C, carries -0.78